No. 1
{"formula": "C38H63BN3O10S4Si", "method": "the ωB97M-V functional and the def2-TZVPD basis", "multiplicity": 1, "e_lumo_ev": -2.65, "largest_force_ha_per_bohr": 0.040, "charge": 1, "e_tot_ha": -4309.38446, "homo_energy_ev": -10.9, "orbital_gap_ha": 0.3031, "symbols": ["S", "S", "S", "S", "Si", "O", "O", "O", "O", "O", "O", "O", "O", "O", "O", "N", "N", "N", "C", "C", "C", "C", "C", "C", "C", "C", "C", "C", "C", "C", "C", "C", "C", "C", "C", "C", "C", "C", "C", "C", "C", "C", "C", "C", "C", "C", "C", "C", "C", "C", "C", "C", "C", "C", "C", "C", "B", "H", "H", "H", "H", "H", "H", "H", "H", "H", "H", "H", "H", "H", "H", "H", "H", "H", "H", "H", "H", "H", "H", "H", "H", "H", "H", "H", "H", "H", "H", "H", "H", "H", "H", "H", "H", "H", "H", "H", "H", "H", "H", "H", "H", "H", "H", "H", "H", "H", "H", "H", "H", "H", "H", "H", "H", "H", "H", "H", "H", "H", "H", "H"], "xyz": [[-6.38, -1.00, -2.66], [-0.74, -0.61, 6.34], [0.29, 6.00, -0.74], [-4.71, 1.34, 1.38], [1.67, 1.58, -2.10], [-1.62, -0.78, 7.47], [-6.79, -1.36, -3.99], [5.25, 0.91, -0.90], [-7.34, -0.97, -1.59], [-5.47, 1.41, 0.16], [-0.60, -2.09, -2.59], [0.43, 5.21, 0.46], [-3.27, 1.47, 1.34], [-0.46, 5.47, -1.86], [-1.17, -1.03, 5.03], [2.19, -2.35, -1.73], [3.18, -1.84, -0.97], [2.22, -0.13, -1.72], [4.36, -3.96, -3.05], [-4.02, 0.20, -2.30], [1.32, 1.07, 6.56], [3.38, -6.94, -0.96], [-1.04, -4.20, -1.63], [1.85, -0.30, 6.12], [-0.31, -6.24, -2.70], [0.28, -5.49, -3.74], [1.61, -1.25, -2.19], [1.08, 1.67, -3.85], [3.54, -5.03, 0.52], [3.25, -0.52, -0.94], [0.86, -1.33, 6.67], [1.93, 8.07, -1.16], [-0.31, 7.63, -0.30], [0.96, 8.44, -0.04], [0.42, -1.27, -3.08], [-4.99, -2.04, -2.20], [-5.41, 2.49, 2.55], [3.04, 2.79, -1.86], [-5.87, 0.31, 3.55], [0.20, -4.10, -3.73], [-3.76, -1.27, -2.68], [1.92, 6.54, -1.29], [0.29, 1.97, -0.94], [3.86, -4.18, -0.57], [3.73, -6.12, -2.03], [-0.18, 1.10, 6.24], [3.30, -6.40, 0.33], [-5.46, 0.55, -2.73], [2.91, 0.17, 2.07], [4.24, 0.49, 1.42], [4.09, -2.75, -0.27], [-5.19, -0.16, 2.25], [-0.45, -3.47, -2.67], [3.97, -4.74, -1.86], [-6.49, 1.68, 3.27], [-0.96, -5.60, -1.66], [4.31, 0.35, -0.13], [0.95, -1.44, 7.74], [-2.85, -1.65, -2.23], [-5.80, 3.36, 2.01], [0.73, -1.51, -4.07], [2.56, -0.78, 1.74], [-6.81, 2.17, 4.18], [-7.36, 1.57, 2.62], [3.18, -7.98, -1.11], [1.48, 1.20, 7.63], [-3.93, 0.33, -1.22], [3.81, -6.53, -3.01], [3.04, -7.02, 1.15], [-5.87, -0.70, 1.60], [1.49, 0.87, -4.45], [1.60, 8.52, -2.10], [1.84, 1.89, 6.05], [-5.01, -2.13, -1.11], [-6.61, -0.42, 3.87], [-0.36, 1.13, -0.85], [2.19, 0.90, 1.80], [1.42, 2.58, -4.29], [2.65, 3.76, -2.11], [3.47, -4.61, 1.50], [0.67, 2.24, 0.02], [0.91, -2.30, 6.18], [4.50, 1.51, 1.62], [-0.27, 2.79, -1.36], [0.01, 1.59, -3.91], [-1.41, -6.17, -0.89], [2.85, -0.49, 6.49], [4.91, -3.08, -2.81], [-0.96, 7.54, 0.57], [-4.29, -0.74, 2.44], [1.86, -0.35, 5.03], [5.09, -2.47, -0.52], [-3.67, -1.37, -3.76], [-3.31, 0.87, -2.78], [-5.49, 0.90, -3.76], [-5.11, -3.02, -2.66], [-5.93, 1.26, -2.07], [2.65, 6.07, -0.63], [0.77, -5.99, -4.55], [-5.13, 0.39, 4.34], [3.01, 0.15, 3.13], [3.34, 2.83, -0.83], [1.38, 8.17, 0.93], [-4.61, 2.80, 3.23], [-1.54, -3.68, -0.86], [3.95, -2.57, 0.78], [4.97, -4.55, -3.70], [5.56, 1.76, -0.57], [3.91, 2.59, -2.44], [0.01, -0.29, -3.13], [-0.76, 1.69, 6.96], [3.49, -3.66, -3.59], [-0.26, -7.30, -2.72], [5.03, -0.09, 1.87], [2.07, 6.20, -2.31], [-0.38, 1.45, 5.23], [0.63, -3.55, -4.53], [-0.87, 8.02, -1.15], [2.94, 8.44, -0.96], [0.75, 9.51, -0.02]], "lowdin_charge": [0.66, 0.66, 0.65, 0.67, 0.58, -0.32, -0.32, 0.19, -0.32, -0.32, -0.05, -0.33, -0.33, -0.33, -0.33, 0.26, -0.02, 0.08, -0.04, -0.21, -0.21, -0.05, 0.01, -0.22, -0.08, -0.06, -0.20, -0.13, -0.02, -0.06, -0.23, -0.21, -0.22, -0.21, -0.13, -0.22, -0.22, -0.12, -0.20, -0.02, -0.22, -0.23, -0.11, -0.17, -0.02, -0.22, -0.06, -0.22, -0.07, -0.13, -0.06, -0.21, -0.27, -0.22, -0.21, -0.06, -0.45, 0.11, 0.09, 0.11, 0.13, 0.07, 0.12, 0.12, 0.10, 0.12, 0.08, 0.11, 0.09, 0.11, 0.04, 0.12, 0.11, 0.10, 0.12, 0.04, 0.07, 0.04, 0.03, 0.10, 0.03, 0.11, 0.11, 0.03, 0.04, 0.10, 0.12, 0.07, 0.11, 0.10, 0.09, 0.14, 0.12, 0.11, 0.10, 0.11, 0.08, 0.10, 0.10, 0.11, 0.06, 0.03, 0.12, 0.11, 0.11, 0.12, 0.08, 0.13, 0.04, 0.09, 0.10, 0.07, 0.09, 0.12, 0.09, 0.10, 0.10, 0.11, 0.12, 0.12]}

=====

No. 2
{"formula": "C20H67N5O11", "method": "the ωB97M-V functional and the def2-TZVPD basis", "multiplicity": 1, "e_lumo_ev": -0.21, "largest_force_ha_per_bohr": 0.033, "charge": 0, "e_tot_ha": -1903.51925, "homo_energy_ev": -8.4, "relative_energy_kcal_mol": 22.1, "smiles": "COC[C@H](C)N.COC[C@H](C)N.COC[C@H](C)N.COC[C@H](C)N.COC[C@H](C)N.O.O.O.O.O.O", "orbital_gap_ha": 0.3008, "symbols": ["O", "O", "O", "O", "O", "O", "O", "O", "O", "O", "O", "N", "N", "N", "N", "N", "C", "C", "C", "C", "C", "C", "C", "C", "C", "C", "C", "C", "C", "C", "C", "C", "C", "C", "C", "C", "H", "H", "H", "H", "H", "H", "H", "H", "H", "H", "H", "H", "H", "H", "H", "H", "H", "H", "H", "H", "H", "H", "H", "H", "H", "H", "H", "H", "H", "H", "H", "H", "H", "H", "H", "H", "H", "H", "H", "H", "H", "H", "H", "H", "H", "H", "H", "H", "H", "H", "H", "H", "H", "H", "H", "H", "H", "H", "H", "H", "H", "H", "H", "H", "H", "H", "H"], "xyz": [[0.21, 1.13, -2.52], [-2.73, -0.24, 3.93], [2.67, 2.16, -3.61], [1.60, -0.09, 2.72], [-4.45, 1.29, -0.27], [0.05, 0.30, 0.46], [-0.84, 3.23, 1.02], [4.97, -1.15, -0.84], [2.44, -4.02, 1.56], [0.70, 2.37, 3.39], [0.05, -1.96, -2.28], [6.79, -4.34, -1.13], [-6.91, 2.48, -0.85], [-3.56, 2.72, 1.89], [0.88, 3.97, -2.46], [-0.79, -2.50, 0.46], [-5.03, 1.40, 3.38], [-0.34, -4.87, 0.71], [-2.71, 0.65, 2.85], [0.04, -3.47, 1.15], [7.47, -2.09, -1.54], [-3.59, 1.87, 3.11], [3.10, 1.77, -4.91], [2.31, -4.20, 2.95], [-3.26, 0.98, -0.97], [6.51, -2.96, -0.72], [3.75, -0.51, -1.12], [-5.54, 0.52, -0.74], [2.31, 4.02, -2.10], [2.41, 3.34, -0.73], [-8.10, 0.34, -0.41], [1.53, -3.14, 0.95], [-6.83, 1.15, -0.20], [-1.60, -1.09, 3.95], [3.18, 3.41, -3.20], [5.06, -2.55, -0.99], [3.17, -4.73, 3.34], [4.24, 3.33, -2.91], [-4.37, 3.34, 1.91], [0.79, 4.20, -3.45], [-0.83, 3.89, 0.31], [7.40, -1.02, -1.34], [-0.77, -2.64, -0.54], [2.20, 2.28, -0.91], [3.17, 4.12, -4.03], [-0.61, 1.00, 0.52], [1.69, -3.13, -0.14], [-8.29, -0.44, 0.33], [6.67, -2.87, 0.35], [7.25, -2.13, -2.62], [-3.79, 2.15, 1.05], [1.70, -2.11, 1.28], [3.57, -0.50, -2.20], [-1.71, 1.03, 2.60], [-0.74, -1.94, -2.84], [8.54, -2.31, -1.55], [1.25, 0.77, 3.03], [0.33, 0.30, -0.46], [-1.73, -1.83, 4.74], [2.54, 2.36, -5.64], [0.66, 2.98, -2.37], [4.80, -2.87, -2.01], [-3.32, 1.25, -2.03], [-8.96, 1.00, -0.30], [0.97, 1.51, -3.00], [-3.12, 0.10, 2.00], [-5.55, 0.55, -1.83], [-5.69, 2.24, 3.60], [-0.67, -0.55, 4.16], [2.50, 5.10, -2.04], [-5.12, 0.77, 4.27], [1.35, -4.61, 3.26], [4.16, 2.01, -5.03], [-5.56, -0.53, -0.43], [1.16, -0.20, 1.86], [-0.12, -3.36, 2.23], [-1.48, -1.58, 2.98], [3.33, 3.45, -0.15], [0.10, 0.25, -2.90], [-8.06, -0.17, -1.38], [2.30, -3.20, 3.42], [-0.43, -4.96, -0.38], [2.82, -0.86, -0.66], [-7.33, 3.16, -0.21], [-1.33, -5.10, 1.10], [6.86, -4.35, -2.14], [0.38, -5.61, 1.05], [3.75, 0.55, -0.88], [2.99, 0.70, -5.03], [0.24, 2.53, 2.55], [1.69, 3.78, -0.04], [-2.43, 1.57, -0.58], [4.43, -3.10, -0.27], [-5.97, 2.85, -0.89], [0.62, -2.63, -2.67], [1.21, 3.17, 3.55], [6.01, -4.94, -0.85], [-5.36, 0.74, 2.58], [-2.97, -0.08, -0.96], [-6.76, 1.37, 0.87], [-1.79, 3.11, 1.24], [-0.40, -1.57, 0.59], [-3.29, 2.51, 3.95]], "lowdin_charge": [-0.07, -0.17, -0.24, -0.10, -0.25, -0.06, -0.08, -0.17, -0.19, -0.05, -0.05, 0.03, 0.03, 0.03, 0.05, 0.05, -0.06, -0.05, -0.21, -0.44, -0.07, -0.36, -0.08, -0.10, -0.09, -0.42, -0.10, -0.19, -0.40, -0.04, -0.06, -0.21, -0.42, -0.09, -0.20, -0.21, 0.09, 0.13, 0.08, 0.08, 0.05, 0.07, 0.03, 0.06, 0.12, 0.02, 0.11, 0.07, 0.14, 0.08, 0.04, 0.10, 0.08, 0.11, 0.06, 0.08, -0.03, 0.03, 0.09, 0.09, 0.01, 0.12, 0.10, 0.08, 0.02, 0.13, 0.13, 0.08, 0.08, 0.13, 0.08, 0.08, 0.09, 0.14, -0.03, 0.12, 0.07, 0.08, 0.03, 0.08, 0.09, 0.07, 0.07, 0.07, 0.08, 0.06, 0.08, 0.08, 0.09, 0.01, 0.07, 0.07, 0.12, 0.06, 0.06, 0.06, 0.07, 0.07, 0.10, 0.12, 0.00, 0.02, 0.14]}

=====

No. 3
{"formula": "C24H26ClN7O3", "method": "the ωB97M-V functional and the def2-TZVPD basis", "multiplicity": 1, "e_lumo_ev": 0.26, "largest_force_ha_per_bohr": 0.019, "charge": 0, "e_tot_ha": -1999.42503, "homo_energy_ev": -7.8, "relative_energy_kcal_mol": 0.0, "smiles": "COCCN(CCOC)c1nc(N)c2c(N)nc3c(c2c1C#N)CC(=O)N3Cc1ccc(Cl)cc1", "orbital_gap_ha": 0.2959, "symbols": ["Cl", "O", "O", "O", "N", "N", "N", "N", "N", "N", "N", "C", "C", "C", "C", "C", "C", "C", "C", "C", "C", "C", "C", "C", "C", "C", "C", "C", "C", "C", "C", "C", "C", "C", "C", "H", "H", "H", "H", "H", "H", "H", "H", "H", "H", "H", "H", "H", "H", "H", "H", "H", "H", "H", "H", "H", "H", "H", "H", "H", "H"], "xyz": [[-8.25, 0.18, 2.72], [-3.80, 2.71, -2.43], [4.68, 2.44, 2.14], [5.72, -0.77, -0.83], [1.89, -1.33, 0.83], [0.67, -3.22, 1.18], [-1.61, -3.46, -0.33], [-3.46, 0.54, -1.82], [-2.54, -1.52, -1.06], [1.02, 3.22, -0.33], [3.34, 0.38, 0.55], [3.87, 2.13, 3.25], [-1.67, 1.98, -1.43], [-2.45, -0.20, -1.24], [0.75, -1.96, 0.65], [3.87, 1.60, -0.03], [-7.25, 0.13, 1.31], [3.96, 2.77, 0.96], [1.04, 2.07, -0.26], [-4.77, 0.02, -2.16], [-6.47, -0.99, 1.07], [2.08, -0.07, 0.39], [1.00, 0.68, -0.11], [-0.22, 0.00, -0.40], [4.92, -1.48, 0.08], [-0.33, -1.39, -0.09], [-7.25, 1.21, 0.44], [6.29, -1.58, -1.82], [-5.67, 0.04, -0.96], [4.34, -0.51, 1.11], [-1.49, -2.10, -0.51], [-1.35, 0.59, -0.98], [-3.09, 1.85, -1.96], [-5.68, -1.02, -0.07], [-6.45, 1.16, -0.69], [4.09, -1.98, -0.46], [-2.42, -3.84, -0.80], [-5.05, -1.88, -0.26], [5.51, -2.25, 0.59], [5.51, -2.07, -2.43], [-1.01, 2.35, -2.22], [5.14, 0.10, 1.52], [3.26, 3.00, 3.54], [3.87, -1.10, 1.91], [-6.43, 2.00, -1.37], [-0.76, -4.00, -0.44], [3.21, 1.28, 3.06], [-6.48, -1.81, 1.76], [-4.63, -1.00, -2.53], [4.55, 1.89, 4.06], [4.51, 3.58, 0.47], [2.96, 3.13, 1.22], [6.89, -0.93, -2.46], [-5.16, 0.66, -2.96], [-0.24, -3.52, 1.49], [6.93, -2.36, -1.38], [1.44, -3.42, 1.81], [3.25, 1.91, -0.88], [-7.86, 2.07, 0.64], [-1.64, 2.72, -0.63], [4.87, 1.37, -0.41]], "nbo_charge": [0.00, -0.59, -0.55, -0.55, -0.58, -0.80, -0.81, -0.43, -0.55, -0.38, -0.39, -0.25, -0.52, 0.44, 0.50, -0.25, -0.04, -0.08, 0.30, -0.24, -0.22, 0.51, -0.41, 0.21, -0.07, -0.31, -0.24, -0.24, -0.05, -0.24, 0.47, -0.18, 0.71, -0.20, -0.14, 0.17, 0.40, 0.23, 0.17, 0.16, 0.26, 0.23, 0.17, 0.23, 0.22, 0.40, 0.16, 0.22, 0.23, 0.19, 0.19, 0.19, 0.20, 0.24, 0.40, 0.16, 0.40, 0.23, 0.23, 0.27, 0.23]}

=====

No. 4
{"formula": "C4H12N2", "method": "the ωB97M-V functional and the def2-TZVPD basis", "multiplicity": 1, "e_lumo_ev": 1.13, "largest_force_ha_per_bohr": 0.062, "charge": 0, "e_tot_ha": -269.06123, "homo_energy_ev": -8.4, "relative_energy_kcal_mol": 34.6, "smiles": "CC(C)C(N)N", "orbital_gap_ha": 0.3499, "symbols": ["N", "N", "C", "C", "C", "C", "H", "H", "H", "H", "H", "H", "H", "H", "H", "H", "H", "H"], "xyz": [[-1.12, -1.17, 1.45], [0.49, 0.46, 1.66], [0.09, -0.95, -1.72], [-0.35, -0.04, -0.58], [0.47, 1.52, -0.68], [0.02, -0.60, 0.79], [-1.43, 0.15, -0.67], [-0.32, -1.97, -1.62], [-0.20, 1.10, 2.05], [1.44, 1.30, -1.11], [1.48, 0.66, 1.53], [1.19, -1.05, -1.74], [0.58, 2.28, 0.09], [-0.16, 2.04, -1.41], [-0.88, -1.32, 2.42], [-0.21, -0.55, -2.68], [-1.88, -0.49, 1.46], [0.81, -1.36, 0.76]], "nbo_charge": [-0.82, -0.90, -0.62, -0.19, -0.63, 0.09, 0.20, 0.22, 0.38, 0.20, 0.38, 0.20, 0.22, 0.20, 0.36, 0.21, 0.34, 0.18]}

=====

No. 5
{"formula": "C20H25Be2K2N5O12S3", "method": "the ωB97M-V functional and the def2-TZVPD basis", "multiplicity": 1, "e_lumo_ev": -4.56, "largest_force_ha_per_bohr": 0.134, "charge": 0, "e_tot_ha": -4377.71060, "homo_energy_ev": -7.7, "orbital_gap_ha": 0.1166, "symbols": ["K", "K", "S", "S", "S", "O", "O", "O", "O", "O", "O", "O", "O", "O", "O", "O", "O", "N", "N", "N", "N", "N", "C", "C", "C", "C", "C", "C", "C", "C", "C", "C", "C", "C", "C", "C", "C", "C", "C", "C", "C", "C", "Be", "Be", "H", "H", "H", "H", "H", "H", "H", "H", "H", "H", "H", "H", "H", "H", "H", "H", "H", "H", "H", "H", "H", "H", "H", "H", "H"], "xyz": [[-1.62, -2.97, -2.62], [-3.14, 1.91, 2.56], [-4.97, -0.67, 3.07], [-0.89, -0.52, 0.28], [-2.97, -3.74, 1.03], [-0.28, -1.62, 1.05], [-2.00, -0.03, 1.10], [-4.22, -4.46, 1.22], [-5.48, 0.61, 3.58], [-5.61, -1.77, 3.75], [0.08, 0.53, -0.04], [-3.55, -0.68, 3.32], [-5.20, -0.80, 1.59], [-3.25, -2.28, 0.92], [-2.29, -4.15, -0.20], [-2.11, -3.91, 2.22], [-1.52, -1.04, -0.92], [1.52, -3.63, 0.67], [2.46, 0.35, 1.51], [-2.18, 3.25, -3.40], [-0.70, 2.91, 0.92], [1.47, -0.28, -2.15], [-1.82, 4.68, 1.68], [-0.79, 4.30, -4.78], [2.84, -3.77, 0.54], [3.32, -0.90, -3.30], [-0.01, 3.36, 2.01], [-0.67, 4.47, 2.46], [3.16, -5.15, 0.56], [-1.71, 3.78, 0.65], [2.74, -0.78, -2.03], [4.28, 1.17, 2.55], [2.88, -0.59, 2.43], [-2.12, 4.07, -4.50], [-0.06, 3.65, -3.78], [3.96, -0.09, 3.12], [3.29, 1.43, 1.62], [-0.93, 3.10, -2.89], [1.94, -5.85, 0.79], [0.94, -4.89, 0.83], [2.33, -0.45, -4.23], [1.25, -0.05, -3.46], [-3.91, -0.78, -0.26], [-1.73, -2.01, 2.84], [0.84, 0.03, -1.42], [-2.49, 5.53, 1.78], [-0.38, 2.12, 0.38], [-0.43, 4.85, -5.63], [0.83, 2.77, 2.35], [1.02, 3.65, -3.75], [4.26, -1.36, -3.57], [5.07, 1.90, 2.66], [-0.10, -4.89, 1.10], [4.59, -0.68, 3.78], [0.34, 0.45, -3.76], [1.82, -6.90, 0.99], [3.17, 2.32, 1.03], [1.69, 0.23, 0.87], [2.38, -0.36, -5.30], [0.97, -2.79, 0.76], [-0.46, 5.04, 3.35], [-2.32, 3.60, -0.22], [-0.75, 2.48, -2.02], [4.16, -5.51, 0.41], [3.54, -2.96, 0.39], [-3.02, 2.99, -2.91], [3.16, -1.02, -1.07], [2.42, -1.56, 2.55], [-3.01, 4.36, -5.03]], "nbo_charge": [0.99, 0.96, 2.60, 2.67, 2.61, -1.10, -1.13, -0.96, -1.04, -0.94, -1.04, -1.17, -1.08, -1.21, -1.09, -1.11, -1.13, -0.53, -0.53, -0.51, -0.53, -0.53, -0.33, -0.30, -0.08, -0.31, -0.08, -0.31, -0.32, -0.11, -0.08, -0.31, -0.10, -0.08, -0.28, -0.29, -0.08, -0.10, -0.30, -0.10, -0.31, -0.11, 1.59, 1.69, 0.43, 0.24, 0.45, 0.23, 0.23, 0.23, 0.23, 0.23, 0.23, 0.22, 0.20, 0.22, 0.21, 0.43, 0.22, 0.43, 0.23, 0.20, 0.20, 0.22, 0.21, 0.40, 0.21, 0.21, 0.21]}